# 1
The following is a quantum chemistry calculation of 6 unconnected molecules or ions with the total composition C40H94BN5 in a non-equilibrium geometry, from the Open Molecules 2025 dataset.

Structure (ORCA input):
```
! wB97M-V def2-TZVPD RIJCOSX def2/J DEFGRID3
* xyz 3 2
B 0.34358 -0.12212 0.06069
H -0.03630 -0.35797 -0.92130
H -0.34576 -0.63825 0.71083
H 1.37853 -0.37950 0.22462
H 0.27739 0.91670 0.34479
C 1.82716 -4.88936 2.52997
C 0.33988 -5.04847 2.20460
C -0.33408 -3.82017 1.73056
N -1.73663 -4.01863 1.09366
C -2.79583 -4.31959 2.14618
C -1.56391 -5.14587 -0.08899
C -2.61853 -4.69158 -1.14426
C -2.94108 -3.20079 -0.89693
C -2.12037 -2.77770 0.31677
H 1.89256 -3.95195 3.08229
H 2.30688 -4.74241 1.56231
H 2.25897 -5.74951 3.04162
H -0.03771 -5.49217 3.12582
H 0.37762 -5.84421 1.46064
H 0.31937 -3.26372 1.05863
H -0.63027 -3.13434 2.52429
H -2.94786 -3.43252 2.76109
H -2.48261 -5.21554 2.68216
H -3.68822 -4.49722 1.54604
H -1.79177 -6.13687 0.30356
H -0.55815 -5.15189 -0.50911
H -3.46121 -5.33440 -0.88978
H -2.44915 -4.77316 -2.21792
H -3.97233 -3.01507 -0.59669
H -2.75616 -2.50656 -1.71666
H -2.43933 -1.93321 0.92767
H -1.26006 -2.28432 -0.13551
C -7.89859 3.24744 3.76787
C -6.34964 3.21869 3.88242
C -5.71935 1.91681 3.35888
N -4.17892 2.06349 3.20729
C -3.50941 2.22140 4.62155
C -3.52756 0.71496 2.62380
C -2.21786 1.13539 2.09530
C -2.41560 2.62640 1.69308
C -3.78983 3.17306 2.18083
H -8.35651 2.42895 4.32329
H -8.30704 3.02126 2.78293
H -8.32744 4.08912 4.31171
H -6.12977 3.16268 4.94854
H -6.04548 4.16895 3.44355
H -6.03249 1.61616 2.35905
H -5.87377 1.10709 4.07204
H -2.44102 2.29947 4.42022
H -3.92284 1.41532 5.22768
H -3.88478 3.19330 4.94187
H -3.63081 -0.00418 3.43638
H -4.16452 0.45397 1.77865
H -1.34050 0.99266 2.72616
H -2.02608 0.69453 1.11705
H -1.54932 3.24969 1.91482
H -2.33845 2.70224 0.60845
H -3.78583 4.18305 2.59070
H -4.54849 3.06884 1.40515
C 1.50893 -1.47981 -8.72741
C 0.87978 -2.40250 -7.72382
C 1.80264 -2.62938 -6.56385
N 1.02732 -2.92653 -5.30232
C 0.51325 -4.37634 -5.44423
C -0.05451 -1.85760 -4.95657
C -0.24800 -1.96222 -3.35786
C 1.20024 -2.44366 -2.82814
C 1.96758 -2.73946 -4.14903
H 2.50057 -1.88031 -8.93800
H 1.59957 -0.43810 -8.41964
H 0.80806 -1.54923 -9.55932
H 0.68812 -3.41380 -8.08251
H -0.05366 -1.95474 -7.38278
H 2.47456 -1.77476 -6.48484
H 2.49461 -3.45840 -6.71220
H 1.33867 -5.01441 -5.75988
H -0.31275 -4.46013 -6.15047
H 0.20911 -4.72173 -4.45615
H -0.91787 -2.03779 -5.59707
H 0.33449 -0.85428 -5.13017
H -1.05795 -2.66706 -3.17007
H -0.57772 -1.04061 -2.87824
H 1.05487 -3.35192 -2.24332
H 1.68118 -1.63457 -2.27843
H 2.62456 -3.52922 -3.78470
H 2.61901 -1.89969 -4.39098
C 3.74452 4.60215 5.73786
C 2.81368 3.69092 4.98033
C 3.63811 2.44684 4.40224
N 2.92698 1.45521 3.39809
C 2.28275 2.26544 2.26207
C 1.86259 0.78772 4.27899
C 1.74971 -0.59884 3.80611
C 3.23947 -0.99087 3.62241
C 3.85588 0.26081 2.99587
H 3.38427 5.57816 6.06300
H 4.56972 4.86520 5.07608
H 4.28753 4.25787 6.61803
H 2.39646 4.21878 4.12279
H 1.97834 3.50600 5.65568
H 4.03532 1.86678 5.23521
H 4.47297 2.86080 3.83678
H 1.44207 2.83857 2.65308
H 2.05104 1.44531 1.58252
H 3.14629 2.82124 1.89670
H 0.95442 1.38642 4.20908
H 2.17504 0.80201 5.32315
H 1.34367 -0.74024 2.80449
H 1.23766 -1.21389 4.54612
H 3.54358 -1.77520 2.92927
H 3.68148 -1.21389 4.59348
H 3.94789 0.05406 1.92962
H 4.77961 0.48469 3.52945
C -1.39328 4.64067 -2.06527
C 0.07614 4.16966 -2.47449
C 0.68240 2.87002 -1.88499
N 2.16962 2.57038 -2.29608
C 3.09801 3.68100 -1.61203
C 2.68360 1.10880 -1.84693
C 3.77493 0.77614 -2.89085
C 3.58550 1.67431 -4.08967
C 2.36667 2.46948 -3.76013
H -1.54326 4.65741 -0.98576
H -2.17366 4.01897 -2.50412
H -1.61930 5.67790 -2.31259
H 0.73743 5.02840 -2.35886
H 0.04522 4.02064 -3.55382
H 0.27236 1.87643 -2.06596
H 0.76570 2.96666 -0.80248
H 4.16542 3.55677 -1.79454
H 2.87411 3.66913 -0.54533
H 2.95243 4.72017 -1.90705
H 3.07965 1.23388 -0.83917
H 1.83851 0.42043 -1.83953
H 4.80023 0.80037 -2.52166
H 3.56561 -0.24291 -3.21613
H 4.40485 2.38248 -4.21331
H 3.45598 1.16758 -5.04599
H 2.16609 3.44558 -4.20185
H 1.48063 1.96749 -4.14879
*
```

Computed properties:
orbital gap (alpha / beta)	0.0692 / 0.3452	Eh
lowest unoccupied orbital energy (alpha / beta)	-5.84 / -5.95	eV
highest occupied orbital energy (alpha / beta)	-7.72 / -15.34	eV

Results of the Mulliken charge analysis, in e, for atoms 1 through 2:
1. B 0.58
2. H -0.63

---

# 2
The following is a quantum chemistry calculation of 7 unconnected molecules or ions with the total composition C40H94N6O7 in a non-equilibrium geometry, from the Open Molecules 2025 dataset.

Structure (ORCA input):
```
! wB97M-V def2-TZVPD RIJCOSX def2/J DEFGRID3
* xyz 0 1
C -2.26682 -1.28199 2.34895
C -3.36388 -0.38181 1.80038
C -3.82330 0.73228 2.75379
C -2.86028 0.16753 0.40557
C -4.08649 0.47758 -0.47282
C -4.88037 -0.79153 -0.71912
C -5.51638 -1.27937 0.60720
C -6.73337 -0.40442 1.03873
C -5.99682 -2.73864 0.31266
N -4.48161 -1.32599 1.61422
O -4.98989 -1.92006 2.74618
H -1.40251 -0.63838 2.51270
H -2.44579 -1.69245 3.34273
H -2.02356 -2.19040 1.79785
H -4.79957 1.21351 2.69554
H -3.81939 0.30254 3.75549
H -3.19560 1.62268 2.78985
H -2.53606 1.19544 0.56798
H -1.98910 -0.28493 -0.06816
H -4.66357 1.29632 -0.04299
H -3.64285 0.89540 -1.37654
H -4.26691 -1.61101 -1.09358
H -5.72565 -0.54989 -1.36351
H -7.55542 -0.64997 0.36638
H -6.37204 0.62269 0.98811
H -7.08064 -0.55518 2.06087
H -6.54239 -3.14712 1.16330
H -5.14228 -3.37885 0.09358
H -6.62470 -2.73189 -0.57831
H -5.03239 -2.83843 2.46981
C 5.59521 6.56439 -3.20137
C 5.24554 5.07279 -3.36402
C 5.79828 4.38355 -2.06421
C 3.69471 4.90091 -3.15057
C 2.87557 5.22033 -4.40648
C 3.53410 4.50711 -5.60944
C 5.06356 4.74112 -5.88781
C 5.51219 3.69366 -6.92704
C 5.36167 6.21623 -6.41185
N 5.67100 4.42328 -4.59968
O 7.05315 4.37221 -4.63578
H 6.66222 6.64998 -3.40698
H 5.01714 7.25331 -3.81726
H 5.41645 6.81629 -2.15605
H 5.49032 4.78792 -1.09998
H 5.39737 3.37004 -2.07779
H 6.88349 4.40892 -2.16308
H 3.45791 4.00004 -2.58447
H 3.28907 5.70016 -2.53029
H 1.85204 4.92147 -4.18029
H 2.80865 6.29100 -4.59957
H 3.04949 4.78914 -6.54417
H 3.48029 3.44593 -5.36634
H 5.20733 2.70328 -6.58896
H 6.59612 3.58369 -6.96016
H 5.17521 3.85434 -7.95111
H 4.74861 7.05121 -6.07261
H 5.40905 6.36234 -7.49097
H 6.32632 6.57846 -6.05640
H 7.25503 3.45208 -4.45082
C 6.08486 -0.70947 5.35189
C 6.72261 -2.11089 5.69703
C 5.54218 -3.10011 6.05610
C 7.49844 -2.58517 4.43405
C 8.41279 -3.82850 4.66015
C 9.44671 -3.51415 5.78461
C 8.78631 -2.80953 7.07822
C 8.48531 -3.95745 8.14266
C 9.79424 -1.81577 7.68101
N 7.57254 -2.04762 6.88967
O 6.86937 -1.70929 8.14220
H 6.78988 0.11791 5.43267
H 5.74230 -0.61963 4.32103
H 5.31301 -0.23935 5.96128
H 5.43704 -3.96969 5.40735
H 5.59139 -3.58034 7.03338
H 4.54677 -2.65615 6.06934
H 6.69656 -2.85294 3.74601
H 8.18149 -1.85307 4.00326
H 7.74693 -4.67057 4.84895
H 8.91068 -4.03517 3.71280
H 10.31605 -3.00578 5.36759
H 9.85069 -4.47467 6.10443
H 7.79930 -4.63420 7.63325
H 8.18935 -3.50327 9.08829
H 9.31297 -4.64657 8.31053
H 10.01821 -1.06045 6.92773
H 10.73731 -2.31998 7.89192
H 9.54418 -1.45591 8.67905
H 6.78957 -0.75337 8.18051
C -11.12919 -6.91994 -4.31901
O -11.06850 -5.93124 -5.19444
C -10.17295 -6.28197 -6.26412
C -8.79605 -5.64992 -6.05105
C -8.81661 -4.06287 -6.11407
N -7.90929 -6.09680 -7.12374
H -11.73941 -6.61616 -3.46845
H -10.18514 -7.30452 -3.93304
H -11.72250 -7.64280 -4.87897
H -10.09420 -7.27645 -6.70334
H -10.56065 -5.77592 -7.14826
H -8.46186 -5.84193 -5.03147
H -7.93510 -3.47452 -5.85935
H -9.45445 -3.72036 -5.29924
H -9.26570 -3.63681 -7.01123
H -6.95556 -5.89767 -6.85756
H -7.93462 -7.10225 -7.03140
C -4.12691 2.34977 -9.18182
O -4.74587 1.35715 -9.91919
C -5.66686 1.91926 -10.81348
C -5.96872 0.83817 -11.98972
C -6.96642 1.29567 -13.05913
N -6.57008 -0.36366 -11.35261
H -4.79052 2.62533 -8.36219
H -3.74220 3.17165 -9.78565
H -3.25704 2.03169 -8.60714
H -6.53404 2.07115 -10.17081
H -5.39801 2.87927 -11.25416
H -5.00213 0.62406 -12.44575
H -8.02738 1.32354 -12.81077
H -6.97999 0.60862 -13.90522
H -6.74763 2.31690 -13.37107
H -5.77382 -0.48170 -10.74258
H -6.51109 -0.99352 -12.13994
C -0.79337 3.49934 9.47273
O -0.26700 3.83075 10.68461
C -1.12848 3.61096 11.83878
C -0.46911 3.90133 13.21438
C 0.87630 3.27024 13.27744
N -1.21960 3.26777 14.26129
H -1.72165 4.00565 9.20808
H -1.00337 2.44177 9.63259
H 0.03883 3.61282 8.77799
H -1.97217 4.30063 11.86405
H -1.56923 2.61438 11.86446
H -0.36633 4.97702 13.35730
H 0.89393 2.18294 13.20282
H 1.47574 3.44156 14.17154
H 1.41132 3.68075 12.42109
H -1.86275 2.55054 13.95790
H -0.66678 2.98679 15.05850
C 3.20974 -5.51714 -0.17713
O 3.09258 -5.50481 -1.55471
H 3.12785 -4.53174 0.28155
H 2.43278 -6.18989 0.18596
H 4.13785 -5.90472 0.24299
H 3.55717 -4.71549 -1.84236
*
```

Computed properties:
SMILES string	CC1(C)CCCC(C)(C)N1O.CC1(C)CCCC(C)(C)N1O.CC1(C)CCCC(C)(C)N1O.COC[C@H](C)N.COC[C@H](C)N.COC[C@H](C)N.CO
orbital gap	0.2984	Eh
lowest unoccupied orbital energy	0.41	eV
highest occupied orbital energy	-7.71	eV
ΔE to the lowest compared entry with this formula, charge and spin	128.68	kcal/mol

Results of the Mulliken charge analysis, in e, for atoms 1 through 2:
1. C -1.98
2. C 1.52

---

Q: Which E_tot values were calculated for the entries above? A: -1877.8155, -2435.2224, in hartree.